[1]
Entry from the OMol25 dataset: a single C5H7Cl molecule in a non-equilibrium geometry (ωB97M-V/def2-TZVPD).

Summary:
SMILES	C=CC/C=C/Cl
strongest force on any atom	0.0825	hartree/bohr
net charge	0
HOMO	-9.227	eV
relative energy (zero: lowest compared OMol25 entry of this formula, charge and spin)	133.06	kJ/mol
Kohn-Sham gap	10.34	eV

XYZ file:
```
13
Properties=species:S:1:pos:R:3:forces:R:3
C 0.78153 -1.74692 0.98260 0.7 1.0 0.1
C -0.08848 -0.73599 0.79600 -0.4 -4.2 0.2
C 0.27676 0.60343 0.53856 0.9 3.9 -0.1
C -0.23009 1.41778 -0.69286 -0.6 -3.0 0.8
C -0.77376 0.89586 -1.78279 1.0 -0.7 1.4
H 1.87268 -1.60382 1.15291 -0.9 0.0 -0.6
H -1.11480 -1.04949 0.91377 -0.5 0.2 -0.5
H 1.36314 0.60429 0.52664 0.4 0.5 0.1
H -0.04708 1.23152 1.40517 0.4 -0.3 -0.4
H -0.38756 2.43226 -0.52678 0.2 1.8 0.4
H -1.26967 1.54294 -2.42517 -0.7 0.8 -1.5
H -0.73199 -0.16225 -1.97334 -0.1 -0.2 -0.2
Cl 0.34931 -3.42961 1.08530 -0.2 0.4 0.2
```
Positions in Å, forces in eV/Å.

natural (NBO) atomic charge list, values in e, 4 entries:
1. C -0.205
2. C -0.207
3. C -0.481
4. C -0.152

=====

[2]
Entry from the OMol25 dataset: 2 unconnected molecules or ions with the total composition C5H7Cl2N in a non-equilibrium geometry (ωB97M-V/def2-TZVPD).

Summary:
SMILES	CC=C(Cl)Cl.CC#N
strongest force on any atom	0.0636	hartree/bohr
net charge	0
HOMO	-8.978	eV
relative energy (zero: lowest compared OMol25 entry of this formula, charge and spin)	93.91	kJ/mol
Kohn-Sham gap	9.56	eV

XYZ file:
```
15
Properties=species:S:1:pos:R:3:forces:R:3
C -1.44052 -1.98723 0.01438 -0.6 1.0 -0.2
C 0.84263 0.93802 0.56854 0.0 1.5 0.7
C 0.01616 1.96179 0.87008 2.8 0.2 -1.0
C -2.03528 -2.13457 -1.28603 -1.8 -2.1 -1.5
C 2.29722 1.05105 0.21313 1.0 -3.1 -0.5
N -0.93605 -1.73172 1.00568 0.3 -0.3 0.8
Cl -1.54651 1.93059 1.43951 -1.3 -0.6 0.4
Cl 0.60569 3.62538 0.76810 -0.1 -0.2 -0.2
H 0.50136 0.00542 0.89863 -0.7 -1.4 -0.1
H -2.19187 -3.28643 -1.40596 0.2 2.0 -0.1
H -1.29341 -1.82173 -2.03507 -0.4 0.0 0.1
H -3.08366 -1.64624 -1.49595 2.3 -0.7 0.9
H 2.53282 2.03706 0.02311 0.7 2.0 -0.7
H 2.76841 0.34296 -0.61113 -1.7 1.5 1.1
H 2.96302 0.71564 1.03299 -0.7 0.3 0.2
```
Positions in Å, forces in eV/Å.

natural (NBO) atomic charge list, values in e, 4 entries:
1. C 0.295
2. C -0.227
3. C -0.108
4. C -0.739

=====

[3]
Entry from the OMol25 dataset: a single C5H7Cl2N3O4 molecule in a non-equilibrium geometry (ωB97M-V/def2-TZVPD).

Summary:
strongest force on any atom	0.0801	hartree/bohr
net charge	0
HOMO	-9.312	eV
relative energy (zero: lowest compared OMol25 entry of this formula, charge and spin)	0.00	kJ/mol
Kohn-Sham gap	9.58	eV

XYZ file:
```
21
Properties=species:S:1:pos:R:3:forces:R:3
C -3.87644 -0.07090 1.01897 1.1 -2.0 2.6
C -1.03611 0.81008 0.65286 -1.3 -0.6 0.0
C -1.89325 0.57965 -0.65501 -1.0 -1.9 1.7
C 0.46984 0.84401 0.35708 1.1 -1.0 2.3
C -3.30676 -0.03180 -0.32446 2.2 -0.1 0.5
N 2.86946 -0.35144 0.20298 0.7 0.2 0.3
N 0.72420 -0.24175 -0.55419 -0.1 0.8 -0.4
N 1.94004 -0.64497 -0.57231 -0.1 -1.3 0.0
O -3.93850 -0.46780 2.16559 -0.3 1.0 -2.4
O -4.30893 0.86811 0.23861 -1.2 1.8 -0.3
O 3.94621 -1.19614 0.15092 1.0 3.3 2.2
O 2.14727 -1.71358 -1.46024 1.3 0.8 1.2
Cl 0.92425 2.45077 -0.30186 0.1 0.2 -0.4
Cl -3.86595 -1.07166 -1.56279 -0.6 -0.5 -0.5
H -1.41973 1.72460 1.15046 0.6 -0.4 -0.3
H -1.29634 -0.02327 1.36920 0.7 0.6 -0.7
H -2.15900 1.47647 -1.12598 0.1 1.5 -0.9
H -1.45308 -0.13345 -1.36932 0.1 0.6 0.5
H 1.19768 0.75870 1.33369 -2.1 0.1 -2.2
H 3.76503 -1.91148 -0.37285 -0.9 -3.1 -2.4
H 1.30599 -1.74577 -1.87988 -1.6 -0.2 -0.8
```
Positions in Å, forces in eV/Å.

natural (NBO) atomic charge list, values in e, 4 entries:
1. C 0.762
2. C -0.433
3. C -0.429
4. C -0.082

=====

[4]
Entry from the OMol25 dataset: 2 unconnected molecules or ions with the total composition C5H7Cl2NO in a non-equilibrium geometry (ωB97M-V/def2-TZVPD).

Summary:
SMILES	C/C(CCl)=[NH+]\[O-].C#CCl
strongest force on any atom	0.1115	hartree/bohr
net charge	0
HOMO (spin up / spin down)	-8.885 / -8.883	eV
relative energy (zero: lowest compared OMol25 entry of this formula, charge and spin)	440.64	kJ/mol
Kohn-Sham gap (spin up / spin down)	8.86 / 8.86	eV

XYZ file:
```
16
Properties=species:S:1:pos:R:3:forces:R:3
C -1.88187 0.89813 -0.88377 -0.1 0.4 -5.7
C -1.91258 0.99695 -2.09474 0.7 -0.3 0.4
C 0.46331 -0.26437 0.36406 0.4 -1.7 2.9
C 0.00374 -0.11442 1.82112 -0.8 0.4 -0.7
C 1.80100 0.11538 -0.00191 1.4 1.2 -2.8
N -0.04627 -1.35575 -0.14221 -0.8 1.6 -1.1
O -1.18469 -1.79256 0.19620 0.5 -1.2 -0.6
Cl -1.66096 1.00932 -3.76635 -0.3 0.0 1.4
Cl 1.52749 1.84215 -0.93531 0.7 -1.4 1.0
H -2.02864 0.99358 0.08846 -0.5 0.1 3.8
H -1.05152 -0.52563 1.77907 1.4 0.6 0.7
H 0.03690 0.91141 2.27063 0.2 -1.0 -0.6
H 0.71056 -0.82738 2.31795 -0.9 0.7 0.2
H 2.30460 -0.51130 -0.83457 -0.9 0.9 1.5
H 2.50357 0.29051 0.83348 -0.5 0.2 -0.6
H 0.41535 -1.66602 -1.01210 -0.4 -0.5 0.1
```
Positions in Å, forces in eV/Å.

natural (NBO) atomic charge list, values in e, 4 entries:
1. C -0.227
2. C -0.093
3. C 0.141
4. C -0.686

=====

[5]
Entry from the OMol25 dataset: 2 unconnected molecules or ions with the total composition C5H7Cl3 (ωB97M-V/def2-TZVPD).

Summary:
SMILES	C=C(Cl)CCl.C=CCl
strongest force on any atom	0.0063	hartree/bohr
net charge	0
HOMO	-9.720	eV
relative energy (zero: lowest compared OMol25 entry of this formula, charge and spin)	74.08	kJ/mol
Kohn-Sham gap	10.51	eV

XYZ file:
```
15
Properties=species:S:1:pos:R:3:forces:R:3
C -0.86186 -2.85785 -2.15840 0.0 0.0 0.0
C 0.00982 -1.95863 -1.74946 -0.3 0.1 -0.1
C 0.93332 1.63318 0.04257 -0.1 -0.1 0.1
C -0.40926 2.01075 2.11458 0.1 0.0 0.1
C 0.23353 1.16909 1.06464 0.0 0.1 0.0
Cl 1.64931 -2.33520 -1.39455 0.3 -0.1 0.0
Cl 0.47438 1.82306 3.66477 -0.1 0.1 0.1
Cl 0.02468 -0.53289 1.30644 0.0 -0.1 0.1
H -0.60191 -3.89236 -2.29781 0.1 -0.2 0.0
H -1.87855 -2.57913 -2.37158 -0.2 0.2 0.0
H 1.06667 2.69126 -0.09611 0.0 0.2 0.1
H -0.23003 -0.91640 -1.60447 0.0 0.0 0.0
H 1.39444 0.97826 -0.67351 0.1 -0.2 -0.1
H -0.36804 3.06508 1.84841 0.0 -0.1 0.0
H -1.43649 1.70176 2.30449 0.1 0.1 -0.1
```
Positions in Å, forces in eV/Å.

natural (NBO) atomic charge list, values in e, 4 entries:
1. C -0.409
2. C -0.213
3. C -0.390
4. C -0.410

=====

[6]
Entry from the OMol25 dataset: a molecular structure, C5H7Cl3NO4P in a non-equilibrium geometry (ωB97M-V/def2-TZVPD).

Summary:
strongest force on any atom	0.0721	hartree/bohr
net charge	0
HOMO (spin up / spin down)	-9.097 / -7.710	eV
relative energy (zero: lowest compared OMol25 entry of this formula, charge and spin)	451.21	kJ/mol
Kohn-Sham gap (spin up / spin down)	8.40 / 5.49	eV

XYZ file:
```
21
Properties=species:S:1:pos:R:3:forces:R:3
C -2.73599 -2.97575 0.71162 -0.8 -2.0 2.3
C -1.49772 -0.93549 0.21901 -0.6 0.9 1.1
C 1.36528 -1.49527 -0.11521 -1.0 -0.7 -0.1
C 1.87419 2.76292 -0.80846 -1.0 -2.3 0.2
C -1.83761 0.46855 -0.22274 0.6 1.6 0.6
N -2.35580 -1.75273 0.47807 0.9 2.8 -1.6
O -2.71310 -3.89551 -0.06955 -0.3 0.1 0.3
O 2.17365 1.70569 1.80059 1.4 2.2 2.6
O 1.96315 -0.64572 0.89025 -0.6 0.7 -1.6
O 1.66831 1.32160 -0.62351 -0.4 1.2 -1.4
P 1.47692 0.88005 0.87849 -0.8 -2.6 -1.2
Cl -3.52508 0.91289 -0.31953 -0.5 -0.2 0.5
Cl -1.16043 0.60927 -1.77925 0.6 0.0 -1.7
Cl -1.00100 1.82995 0.79286 -1.7 -0.6 -0.1
H -3.09545 -2.91034 1.80608 0.1 -1.3 -1.2
H 1.71997 -1.51238 -1.16272 0.7 0.7 0.8
H 0.18987 -1.38937 -0.27908 2.2 0.0 1.0
H 1.62296 -2.38117 0.40747 -0.5 -1.7 -0.5
H 2.51982 3.00989 -0.08277 2.4 1.4 2.5
H 1.07616 3.43032 -0.80723 -2.4 0.3 0.7
H 2.27190 2.96258 -1.71439 1.7 -0.2 -3.1
```
Positions in Å, forces in eV/Å.

natural (NBO) atomic charge list, values in e, 4 entries:
1. C 0.510
2. C 0.282
3. C -0.278
4. C -0.248

=====

[7]
Entry from the OMol25 dataset: a single C5H7ClFN molecule in a non-equilibrium geometry (ωB97M-V/def2-TZVPD).

Summary:
SMILES	N[C@@H]1C[C@@H](Cl)C=C1F
strongest force on any atom	0.1373	hartree/bohr
net charge	0
HOMO	-9.597	eV
relative energy (zero: lowest compared OMol25 entry of this formula, charge and spin)	317.13	kJ/mol
Kohn-Sham gap	10.35	eV

XYZ file:
```
15
Properties=species:S:1:pos:R:3:forces:R:3
C -1.13671 -0.63640 -0.33647 2.2 1.5 -3.4
C 0.20594 -1.44465 0.16164 -4.3 -1.5 -1.6
C 0.97672 -0.35765 0.61568 4.2 3.2 4.7
C 0.21928 1.02071 0.81872 4.4 0.8 1.3
C -0.82042 0.87885 0.06226 -1.7 -4.1 -0.2
H -2.32800 -1.23884 1.06156 -1.8 0.9 -3.3
H -2.66252 -1.95822 -0.54815 -0.1 3.2 1.8
H -0.90931 -0.64794 -1.51423 -1.2 0.1 2.2
H 0.62911 -1.98253 -0.73087 -0.4 0.3 1.3
H 0.05630 -2.07234 1.06736 -0.4 -0.2 -1.0
H 1.50202 -0.75632 1.59104 -0.7 1.5 -1.6
H 0.93646 1.95575 1.22834 -2.7 -2.7 -1.2
N -2.56389 -0.92148 -0.04504 2.8 -5.1 2.3
F -1.79047 1.62520 -0.31834 -1.0 2.2 -0.4
Cl 2.36286 0.10346 -0.40621 0.7 -0.2 -0.7
```
Positions in Å, forces in eV/Å.

natural (NBO) atomic charge list, values in e, 4 entries:
1. C -0.105
2. C -0.473
3. C -0.199
4. C -0.321

=====

[8]
Entry from the OMol25 dataset: a single C5H7ClN2 molecule in a non-equilibrium geometry (ωB97M-V/def2-TZVPD).

Summary:
SMILES	N[C@@]1(Cl)C=CC=NC1
strongest force on any atom	0.0645	hartree/bohr
net charge	0
HOMO	-9.574	eV
relative energy (zero: lowest compared OMol25 entry of this formula, charge and spin)	135.63	kJ/mol
Kohn-Sham gap	9.59	eV

XYZ file:
```
15
Properties=species:S:1:pos:R:3:forces:R:3
C -1.27058 1.15117 0.27468 -0.4 1.0 0.4
C 0.04264 1.09816 0.26804 -0.2 1.2 0.1
C -2.01093 -0.04817 0.00273 -0.8 -1.3 0.3
C -0.07120 -1.32281 -0.29537 -0.8 -1.5 2.8
C 0.76361 -0.13146 0.09655 1.5 -0.5 -1.1
N -1.52235 -1.18727 -0.28061 0.1 0.5 -0.5
N 1.81236 0.15676 -0.89687 -0.9 1.3 2.1
Cl 1.48021 -0.40935 1.91227 -0.1 0.0 -1.1
H -1.83799 2.05637 0.50530 0.3 -0.2 -0.3
H 0.70639 1.94420 0.28903 -0.3 0.6 0.5
H -3.09003 -0.01482 0.10323 -0.2 0.1 -0.2
H 0.26673 -1.79952 -1.17848 0.2 -0.2 -1.1
H 0.02531 -2.11449 0.51028 0.4 0.7 -0.9
H 2.15046 1.09943 -0.58729 0.1 -1.2 -0.8
H 2.55538 -0.47820 -0.72348 1.0 -0.7 -0.2
```
Positions in Å, forces in eV/Å.

natural (NBO) atomic charge list, values in e, 4 entries:
1. C -0.246
2. C -0.172
3. C 0.056
4. C -0.324

=====

Record-wise E values, in eV: -17819.0995, -31831.7789, -42996.6879, -33875.2527, -42864.6105, -61829.4821, -22025.0126, -20799.8620